[1]
2 unconnected molecules or ions with the total composition C53H69ClN3 in a non-equilibrium geometry. Source: the OMol25 dataset; level of theory: ωB97M-V with the def2-TZVPD basis set.

The geometry in XYZ format:
```
126
Properties=species:S:1:pos:R:3:mulliken_charge:R:1
Cl -7.4687 4.9398 -3.0475 -0.15
N 0.9036 -3.3290 2.2468 -0.65
N 1.9758 -2.5535 1.9699 2.29
N -0.1763 -2.5706 1.9114 1.55
C -1.8454 -3.8511 0.6682 0.17
C 4.8848 -0.5472 4.5553 -2.36
C 4.9888 -4.7300 1.5667 -0.31
C 2.1875 1.7520 4.1786 -1.75
C 3.7574 -1.4209 4.0080 2.48
C -0.7657 -0.4953 0.7523 -1.97
C -4.9081 4.6793 -2.2436 -0.82
C 3.5886 1.8503 1.5472 -1.00
C 3.3127 -3.0995 2.1458 -1.00
C 2.5358 -1.6499 -1.8437 -1.58
C 2.6195 0.8896 1.8206 0.71
C 2.6628 -5.1985 0.7656 2.01
C 2.6077 -0.3317 1.0824 -0.15
C 4.9506 -2.2535 -1.3039 -2.12
C -3.5081 1.7487 1.4878 -0.64
C -0.5957 -4.0808 4.8877 -1.15
C -3.0153 2.2595 2.6741 -0.17
C 5.9604 -3.9539 2.1880 -1.72
C 0.4732 2.0509 2.3903 -1.55
C -1.3726 -3.1565 -1.7271 -1.48
C 0.1929 -1.3604 1.2734 1.75
C 3.6626 -0.5814 0.1495 0.54
C 3.6557 -4.3071 1.5123 1.14
C 3.5945 -1.8113 -0.7589 2.36
C 4.6431 1.5917 0.6799 0.20
C -6.4947 3.0415 -1.3856 -0.88
C -3.9016 4.0818 -1.4999 -0.06
C 3.2149 -5.6517 -0.5827 -1.52
C 1.5933 -1.3481 1.3800 -1.86
C 4.6967 0.3443 0.0376 -0.06
C -1.0429 -1.6514 4.5431 -0.90
C -6.2156 4.1749 -2.1686 0.47
C 5.5929 -2.8152 2.9069 -0.45
C -4.1674 2.9877 -0.6222 -0.05
C -3.0993 -4.4575 0.6092 -0.39
C -3.9207 -4.5033 1.7320 -1.24
C -0.8982 -3.9798 -0.5335 2.76
C -3.2348 2.6485 0.4182 1.13
C -2.2663 3.7031 0.9083 -0.66
C -1.4612 -3.2266 1.8647 -0.81
C 2.2401 -6.3818 1.6291 -1.79
C 7.0299 2.2094 0.0383 -1.66
C 1.5841 1.1564 2.9094 2.27
C -2.3671 3.5983 2.4621 -1.13
C 4.2494 -2.4230 2.9663 -0.01
C -5.4760 2.4292 -0.6604 -0.22
C 2.9674 -2.1158 5.1144 -1.54
C 5.0912 3.6509 -0.6996 -1.37
C -1.6367 -3.0539 4.4290 0.42
C -0.6889 -5.4536 -0.8899 -1.61
C -2.2002 -3.3989 3.0423 0.22
C -3.4564 -3.9896 2.9459 -1.08
C 5.6316 2.7153 0.3926 0.25
H -3.0123 4.4108 2.8358 0.49
H 5.2588 -5.6757 1.0934 0.40
H 5.0548 3.1360 -1.6683 0.29
H 4.8665 -3.2084 -1.8384 0.39
H 5.7049 3.3139 1.3133 0.39
H 2.4902 2.7922 4.0044 0.46
H -4.0704 -4.0659 3.8460 0.42
H 1.1213 0.1942 3.1760 -0.90
H -2.8914 4.4948 -1.5512 0.50
H 0.1032 1.6922 1.4262 -0.03
H -2.5030 4.7093 0.5612 0.51
H -1.3945 3.7439 2.9359 0.34
H 2.4670 -1.3804 5.7576 0.32
H 2.2013 -2.7768 4.6897 0.14
H 1.7649 -6.0183 2.5469 0.26
H 5.6551 -1.1702 5.0232 0.59
H -2.2118 -3.6514 -2.2288 0.43
H 5.3447 0.0318 3.7419 0.36
H -0.4272 -6.0303 0.0079 0.35
H -7.5137 2.6643 -1.3435 0.41
H 1.4471 1.7292 4.9877 0.40
H 2.8281 -0.8580 -2.5489 0.39
H -0.3705 2.0476 3.0872 0.30
H -1.8055 -0.7818 0.8491 0.36
H 4.0782 3.9911 -0.4550 0.34
H 3.0582 -0.7564 3.4871 -0.96
H -0.5580 -3.0351 -2.4486 0.36
H 5.7256 4.5372 -0.8068 0.43
H -0.4384 0.3270 0.1330 0.49
H 4.0711 -6.3280 -0.4527 0.43
H -1.0338 -5.0816 4.9532 0.40
H -3.4033 -4.9200 -0.3324 0.38
H 0.8308 3.0826 2.2555 0.56
H 4.5104 0.1482 5.3140 0.52
H 0.0639 -3.5688 -0.2024 -1.64
H 3.0670 1.1839 4.5004 0.18
H 3.1099 -6.9935 1.9041 0.40
H 0.1172 -5.5661 -1.6204 0.33
H 3.5281 2.8272 2.0392 0.34
H 7.7429 3.0393 0.0340 0.44
H 5.6623 -2.3981 -0.4798 0.36
H -1.2484 3.4543 0.5692 0.43
H 1.5764 -1.3679 -1.3930 0.26
H 6.3522 -2.2532 3.4549 0.42
H -0.0465 -1.6384 4.0917 -0.15
H 3.2499 -2.6369 -0.1222 -0.96
H -4.0784 0.8238 1.3703 0.49
H 0.2348 -4.1172 4.1704 -0.12
H 7.0063 -4.2626 2.1554 0.38
H 2.4411 -6.1825 -1.1516 0.44
H -0.9270 -1.3880 5.6009 0.60
H 3.5449 -4.7902 -1.1792 0.20
H -4.9057 -4.9686 1.6678 0.39
H 3.6410 -2.7312 5.7276 0.44
H 7.3680 1.4740 0.7769 0.37
H -1.7010 -2.1621 -1.4002 0.21
H 5.5446 0.1239 -0.6112 0.22
H 7.0336 1.7465 -0.9546 0.31
H -5.7027 1.5596 -0.0445 0.33
H -4.6988 5.5481 -2.8695 0.41
H 2.3941 -2.5887 -2.3968 0.37
H 5.3555 -1.5074 -2.0002 0.49
H -1.6622 -0.8960 4.0486 0.04
H 1.7644 -4.6012 0.5827 -0.89
H -2.5002 -3.1150 5.1073 0.72
H -0.2004 -3.8022 5.8712 0.42
H 1.5179 -7.0103 1.0949 0.49
H -1.6049 -5.8817 -1.3128 0.46
H -3.1487 1.8326 3.6697 0.40
```

Results
- highest occupied orbital energy (eV) = -8.25
- total charge = +1
- Kohn-Sham gap (eV) = 2.97
- LUMO (eV) = -5.28
- spin multiplicity = 1

=====

[2]
11 unconnected molecules or ions with the total composition C53H78Cl20F9O7P. Source: the OMol25 dataset; level of theory: ωB97M-V with the def2-TZVPD basis set.

The geometry in XYZ format:
```
168
Properties=species:S:1:pos:R:3:mulliken_charge:R:1
Cl 4.3725 -1.3544 -6.8858 -0.10
Cl 2.5120 -4.9605 3.0979 -0.04
Cl -8.3929 4.1077 0.8007 -0.20
Cl -11.2944 5.6955 -0.7576 -0.17
Cl 8.4574 1.0088 -2.0306 -0.28
Cl 3.0787 4.1120 -6.2832 -0.20
Cl 6.4785 -1.7422 5.0801 -0.14
Cl -2.4068 6.0089 5.6066 -0.20
Cl 9.8818 0.2561 3.6206 -0.04
Cl 5.8513 -5.0944 2.4046 -0.18
Cl -1.1734 5.7767 2.4329 -0.21
Cl 6.1671 -0.2690 0.2165 -0.12
Cl 4.6732 3.6331 -3.3164 -0.16
Cl -7.1603 3.9120 3.9404 -0.17
Cl 9.9236 3.0131 2.0477 -0.17
Cl 12.2696 4.3683 0.0143 -0.18
Cl 11.7648 -2.5064 3.0146 -0.19
Cl 7.3714 -2.9017 -6.5698 -0.18
Cl -12.4601 6.0171 2.4622 -0.17
Cl 4.0427 -3.1407 7.0142 -0.17
P 2.6107 -1.4815 -2.1270 0.81
F -1.1161 -2.6999 3.3319 -0.32
F -2.8914 -1.0117 4.6631 -0.25
F -6.8329 -1.9093 5.0820 -0.27
F -5.2411 -2.5310 3.0617 -0.24
F -2.6601 -3.0669 5.2849 -0.34
F -2.8461 -3.9530 2.7440 -0.31
F -4.9295 -3.7841 4.8072 -0.31
F -5.4110 -0.3080 4.7768 -0.16
F -5.1751 -1.6841 6.4678 -0.26
O -5.8546 0.8299 -5.1132 -0.46
O 3.2153 -2.9356 -1.8605 -0.42
O -3.4206 -5.7925 -1.2408 -0.48
O 3.4086 -0.8495 -3.3418 -0.03
O -2.5045 1.0750 -2.4383 -0.58
O -4.5046 2.0634 1.8026 -0.56
O 2.6582 -0.6226 -0.9243 -0.80
C 8.2870 1.4045 -0.2917 -0.36
C 3.0013 -4.8583 -0.4040 -0.86
C 11.4936 -1.7248 4.5922 -0.45
C 12.0326 4.7185 1.7447 -0.48
C -3.6268 0.1292 0.7477 0.87
C 10.1087 -1.1415 4.7050 -0.49
C -3.3162 0.7404 -1.6050 -0.27
C -4.7144 1.2685 -1.6174 -0.25
C -2.8569 -5.8255 -2.5327 -0.62
C -8.3560 3.2030 -6.3801 -1.18
C 2.9532 4.0344 -3.5505 -0.51
C 6.2340 -3.0511 -7.9340 -0.43
C -7.2986 2.2711 -1.4634 -0.73
C 3.7672 -5.8391 4.0098 -0.77
C 2.3913 3.4029 -4.7977 -0.14
C -5.4394 1.4477 -2.7980 0.69
C -2.6282 -1.7968 1.7788 0.25
C -4.7205 -2.5493 4.3029 0.77
C 0.9240 -1.7449 -2.7260 -1.16
C -0.0759 -0.9821 -1.8449 -1.06
C 5.4997 -1.7629 -8.2017 -0.54
C 4.5822 -0.1060 -2.9035 0.26
C -3.1727 -2.2840 4.3084 0.17
C -2.1791 -1.3019 -0.5566 -0.42
C -3.1461 -4.5974 -0.5292 -0.15
C -12.4502 4.6323 0.0859 -0.46
C -1.9842 -2.1231 0.5728 1.21
C 5.0896 -5.1175 4.0181 -0.08
C 5.5435 0.1467 -4.0364 -0.61
C -1.0787 -3.3321 0.4304 -0.83
C 11.5741 3.5033 2.5077 -0.48
C -4.4890 1.3418 0.8314 -0.40
C -3.0100 -0.1839 -0.4630 0.13
C -7.9102 5.3406 3.1787 -0.54
C -1.7902 -4.6847 0.1837 -0.89
C -3.2227 5.3016 4.1847 -0.27
C -7.6138 1.8607 -6.4146 -0.43
C -2.4321 -2.6800 2.9974 1.28
C -6.1848 1.9730 -5.8962 -0.63
C -3.4267 -0.6660 1.8516 -0.89
C -4.8569 1.0811 -4.1476 -0.48
C -9.0215 4.9624 2.2350 -0.44
C -2.2596 4.6197 3.2502 0.05
C -13.3377 5.3811 1.0465 -0.45
C -5.2971 1.5921 -0.3913 0.83
C -5.5386 -1.5739 5.1897 0.50
C 3.2528 -3.3642 -0.4709 -0.03
C -6.7334 1.9408 -2.6878 -0.33
C 5.6806 -2.6605 7.5315 -0.53
C -6.5792 2.1072 -0.2874 -1.39
C -1.4810 -1.6135 -1.8595 -1.39
C 6.1750 -1.4330 6.8098 -0.41
C 7.8479 0.2262 0.5388 -0.21
H -8.1655 1.1481 -5.8015 0.26
H -0.4611 -3.4117 1.3229 0.69
H 5.4641 -0.6140 6.8787 0.34
H 7.5858 2.2319 -0.2081 0.39
H -2.8037 -4.8277 -2.9785 0.22
H -4.1456 1.8307 -4.5010 0.36
H -4.2991 0.1502 -4.0350 0.20
H 1.9944 -5.0467 -0.7829 0.19
H 7.8914 0.4983 1.5911 0.07
H -3.9240 -0.3695 2.7611 0.63
H 11.3156 5.5312 1.8260 0.31
H -1.9229 -5.2590 1.0955 0.33
H -6.9680 2.3286 0.6939 0.93
H 2.4178 3.6564 -2.6806 0.27
H 3.8635 -6.8288 3.5705 0.37
H 12.2571 -0.9619 4.7224 0.33
H 5.7784 -5.6330 4.6862 0.32
H 6.1900 -0.9314 -8.3197 0.31
H -3.7633 6.0992 3.6818 0.30
H -13.8231 6.2219 0.5583 0.32
H 0.7007 -2.8082 -2.8038 0.51
H 2.4851 -2.8607 0.1118 0.30
H 11.5574 3.7209 3.5744 0.36
H 9.3457 -1.8782 4.4700 0.27
H 11.6302 -2.4888 5.3559 0.31
H 6.3426 -3.5075 7.3689 0.31
H -7.5948 1.4677 -7.4312 0.45
H 9.9430 -0.7842 5.7206 0.25
H -11.8787 3.8519 0.5833 0.28
H -14.1030 4.7082 1.4291 0.30
H 7.1188 -1.1101 7.2466 0.26
H -0.3849 -3.1765 -0.3896 -0.20
H -9.1581 3.1884 -7.1192 0.36
H -0.1175 0.0640 -2.1365 0.69
H -3.9372 -4.5370 0.2192 0.11
H -1.8385 -6.2329 -2.5101 0.26
H -3.9405 4.5730 4.5576 0.16
H 2.5844 2.3327 -4.8192 0.02
H -8.3161 2.6366 -1.4271 0.59
H -2.0694 -1.2223 -2.6878 0.57
H 4.9113 -1.8599 -9.1128 0.32
H -8.3078 5.9619 3.9793 0.37
H 2.9964 -5.1018 0.6591 0.05
H -2.8211 4.1015 2.4746 -0.17
H 0.8898 -1.3289 -3.7363 0.53
H 5.5433 -3.8584 -7.7051 0.30
H -13.0731 4.1734 -0.6801 0.37
H -1.6417 3.8958 3.7747 0.34
H 4.2464 -3.1281 -0.0950 0.24
H 1.3155 3.5659 -4.8345 0.34
H 5.7966 -0.7408 -4.6077 0.23
H 6.4623 0.5038 -3.5619 -0.20
H -7.3486 2.0589 -3.5684 0.29
H -5.4635 2.1195 -6.7062 0.39
H 12.9902 5.0545 2.1388 0.33
H 5.1743 0.9630 -4.6568 0.29
H 5.1103 -0.6655 -2.1372 -0.01
H 2.8619 5.1171 -3.5720 0.40
H -9.5299 5.8574 1.8810 0.27
H -7.7007 4.0336 -6.6403 0.32
H -1.1330 -5.2814 -0.4531 0.47
H 5.6291 -2.4584 8.5999 0.37
H -3.2122 -3.7319 -1.1935 0.26
H -7.1267 5.8909 2.6640 0.33
H -6.1186 2.8588 -5.2519 0.42
H 4.9874 -4.0899 4.3545 0.01
H -3.4512 -6.4876 -3.1590 0.28
H -9.7540 4.3185 2.7142 0.27
H 9.2607 1.7348 0.0695 0.14
H 4.2567 0.8517 -2.5049 0.20
H 12.2301 2.6533 2.3370 0.31
H 0.2689 -0.9968 -0.8106 0.71
H -1.4021 -2.6883 -2.0092 0.54
H 3.7474 -5.4231 -0.9556 0.35
H -8.8281 3.3707 -5.4130 0.30
H 8.4917 -0.6349 0.3767 0.32
H 3.4005 -5.9438 5.0295 0.37
H 6.8189 -3.3271 -8.8098 0.32
```

Results
- highest occupied orbital energy (eV) = -9.36
- Kohn-Sham gap (eV) = 8.59
- LUMO (eV) = -0.77
- spin multiplicity = 1

=====

[3]
7 unconnected molecules or ions with the total composition C53H80F19NO15 in a non-equilibrium geometry. Source: the OMol25 dataset; level of theory: ωB97M-V with the def2-TZVPD basis set.

The geometry in XYZ format:
```
168
Properties=species:S:1:pos:R:3:mulliken_charge:R:1
F -2.5864 -3.2421 -4.1273 -0.25
F 0.4906 3.0140 6.0153 -0.36
F -0.5572 -11.5216 -4.0850 -0.26
F 1.8479 8.2522 -1.4064 -0.27
F -5.0525 14.0941 -3.5933 -0.25
F -5.7468 12.6459 -2.1176 -0.24
F -4.1698 -11.6919 2.4126 -0.27
F -3.6958 -11.8820 4.5330 -0.26
F -4.2199 14.1036 -1.5782 -0.24
F -2.7973 -10.2845 3.3522 -0.24
F -0.2133 -9.5349 -3.2556 -0.25
F 0.6417 6.5480 -2.0370 -0.27
F 10.4954 5.9494 0.7587 -0.24
F 10.3725 6.4557 2.8758 -0.24
F -2.2176 -10.3891 -3.2379 -0.26
F -0.7672 -3.0878 -2.9382 -0.19
F -0.2379 8.5416 -1.9655 -0.21
F -0.6442 -3.5942 -5.0553 -0.27
F 8.5533 6.3015 1.6867 -0.23
O -2.3518 12.3992 -2.7787 -0.52
O 0.6149 8.5723 -4.6315 -0.54
O 2.5939 7.6268 -3.9581 -0.29
O -6.3178 -10.7534 3.8140 -0.31
O 8.8232 3.6032 1.3625 -0.32
O 0.3052 -11.0312 -0.9473 -0.53
O -0.8456 -5.8751 -2.6917 -0.48
O -2.3164 -5.9404 -4.4514 -0.33
O 4.3586 -2.2298 3.3022 -0.43
O -5.0499 -8.8947 4.2634 -0.52
O -1.5362 -12.3140 -1.4244 -0.30
O 5.1681 1.5079 -0.1344 -0.64
O 4.1257 0.3957 5.2118 -0.63
O 10.2941 3.6684 3.1223 -0.52
O -4.0830 11.3250 -3.8339 -0.30
N 5.0100 -1.4448 0.3815 -0.44
C -3.5479 12.3070 -3.0443 0.37
C -4.6317 13.2803 -2.5832 0.85
C 0.8416 -1.5952 3.2058 -0.60
C -3.4087 -7.6554 -3.1212 -1.07
C -0.6239 -11.3297 -1.6939 0.26
C 9.7732 5.7255 1.8935 0.86
C 0.9882 -4.0327 0.8928 1.02
C 4.5990 -0.4439 1.4459 -0.01
C 2.5178 3.7978 -1.4019 -0.24
C 1.3409 2.0136 5.2719 0.07
C -0.8355 3.3935 -2.0372 -0.10
C -2.1266 2.2123 -0.0601 0.28
C 9.6747 4.2375 2.2266 0.36
C 2.2422 -3.4119 1.7552 -0.80
C -5.5905 3.0468 0.5250 -0.68
C -4.0684 5.3118 0.3633 -0.66
C 3.2002 -2.6386 4.1139 -0.60
C -3.9572 -10.9715 3.5521 1.08
C 0.8944 7.8616 -2.3013 0.87
C 4.5009 1.1657 1.0021 0.16
C 1.8201 2.8365 -2.5524 -0.69
C 3.2833 1.9021 3.3036 0.21
C -7.5033 -10.0238 4.1661 -0.17
C 3.9027 0.4552 3.8694 0.36
C -7.9371 -9.1230 3.0243 -1.11
C 3.0978 7.7390 -5.2979 -0.23
C -1.4650 -5.3060 -3.5874 0.34
C -3.8645 1.2429 1.7199 -0.48
C 3.6003 2.2773 1.8673 0.62
C -5.3880 1.5722 1.2117 -0.69
C -3.1564 10.3675 -4.3687 -0.31
C 1.3200 8.0834 -3.7520 0.39
C -1.8953 -12.2062 0.9763 -1.00
C 8.6767 2.1864 1.5439 -0.30
C -2.4630 -7.3571 -4.2701 -0.07
C -1.3665 -3.8181 -3.9205 0.83
C -0.9000 -10.6950 -3.0561 1.00
C -4.9485 4.3007 1.3633 -0.33
C -2.8181 0.8344 0.4973 -0.06
C 1.6303 -4.4973 -0.5739 -0.75
C 2.3981 2.8498 4.3249 -0.81
C 1.8797 3.5550 0.1169 0.19
C -1.1232 1.9243 -1.3669 -0.45
C 0.2483 -5.3234 1.5816 -1.15
C 0.3903 3.4206 -3.1312 -0.40
C 3.5618 9.1563 -5.5790 -1.10
C -1.3588 -13.0202 -0.1868 -0.38
C -5.1368 -10.0677 3.9079 0.17
C 7.7310 1.8882 2.6927 -0.91
C 1.8237 -2.9190 3.2670 0.19
C 3.0896 3.6923 1.2153 -0.89
C 4.2785 -0.8223 2.8808 0.37
C -2.7960 9.3284 -3.3229 -0.91
H 1.1622 4.4923 0.2943 0.16
H 2.5937 -2.4379 1.1727 -0.16
H -0.8497 -4.9849 1.8703 0.22
H -1.8297 3.6989 -2.6205 0.43
H 0.8305 -5.8165 2.4695 0.27
H 3.1130 -4.1902 1.8285 0.30
H 5.5696 -2.2389 0.8149 0.37
H 6.7696 2.3887 2.5385 0.17
H -3.5801 -8.7320 -3.0293 0.33
H -3.6539 9.8790 -5.2121 0.33
H -4.3535 4.0059 2.3269 0.26
H -3.0087 -7.2889 -2.1715 0.26
H 8.1310 2.2547 3.6425 0.44
H 1.6432 1.7645 -2.1118 0.17
H -2.8808 -7.7560 -5.1995 0.34
H 3.9478 7.0543 -5.3773 0.34
H 2.3765 4.9193 -1.7613 -0.09
H 7.5596 0.8115 2.7846 0.31
H -6.7630 3.2342 0.4686 0.36
H 0.6940 1.3169 4.5831 0.07
H -7.1854 -8.3565 2.8149 0.32
H -0.1766 1.3640 -0.9679 0.02
H -4.5123 6.4010 0.3453 0.32
H -8.8808 -8.6230 3.2617 0.37
H -3.3552 0.2396 -0.3554 0.27
H -2.9167 5.2894 0.6672 0.05
H -3.3785 2.0578 2.4046 0.16
H 1.4249 -0.6330 2.8464 -0.12
H 1.8229 -5.6613 -0.5799 0.32
H -1.6846 1.1884 -2.1026 0.40
H 4.0145 9.2265 -6.5726 0.37
H 3.6778 3.5957 -1.4276 0.35
H -1.3368 -11.2739 1.1004 0.35
H 4.2952 9.4757 -4.8315 0.31
H -2.9402 -11.9298 0.8020 0.34
H -2.0025 0.1327 1.0145 -0.21
H -4.3701 -7.1548 -3.2755 0.36
H -1.8294 -12.7731 1.9097 0.36
H -7.3499 -9.4581 5.0933 0.31
H -5.6313 0.7737 0.3582 0.26
H 0.0751 2.8667 -4.1367 0.37
H 2.7662 4.5079 2.0154 0.37
H -4.1198 4.8729 -0.7240 0.14
H -8.2853 -10.7630 4.3650 0.32
H -1.4854 -7.8331 -4.1247 0.20
H 4.1967 -1.8084 -0.1639 0.22
H 1.8799 1.3854 6.1321 0.19
H 2.5715 2.7259 -3.4486 0.36
H 2.6930 -3.9907 -0.6499 0.26
H 0.0345 -1.8245 2.3741 0.13
H -8.0643 -9.7031 2.1046 0.30
H -1.5956 2.8311 0.7865 0.22
H 0.1152 -6.1355 0.7293 0.27
H 2.9325 -1.9168 4.9960 0.22
H 1.2438 2.5755 0.1947 -0.14
H -0.3056 -13.2900 -0.0413 0.32
H -3.0023 2.8830 -0.5029 -0.53
H 4.0181 4.1776 0.6454 0.35
H -3.9459 0.2605 2.3934 0.34
H -2.2653 10.8693 -4.7657 0.33
H -1.9227 -13.9544 -0.2692 0.34
H -3.6993 8.8547 -2.9250 0.35
H 0.5736 4.5584 -3.4392 -0.08
H 3.5028 -3.6776 4.6171 0.36
H 8.2589 1.7876 0.6144 0.33
H 1.2097 -3.7528 3.8604 0.40
H 0.3642 -1.4133 4.2587 0.40
H -6.2036 1.3630 2.0545 0.30
H 3.1549 3.4558 5.0143 0.30
H -5.8591 4.9741 1.7375 0.35
H -5.2292 2.9793 -0.5988 0.32
H 0.2046 -3.1800 0.6403 0.09
H -2.1493 8.5562 -3.7500 0.25
H 2.3461 7.4067 -6.0245 0.30
H 1.7518 3.6721 3.7619 0.24
H 9.6543 1.7105 1.6893 0.33
H 0.9858 -4.1227 -1.4767 -0.11
H -2.2754 9.7820 -2.4745 0.29
H -0.6940 4.1888 -1.1688 -0.09
H 2.7295 9.8644 -5.5300 0.31
```

Results
- highest occupied orbital energy (eV) = -9.15
- Kohn-Sham gap (eV) = 7.38
- LUMO (eV) = -1.77
- spin multiplicity = 1

=====

> Which of these has the highest highest occupied orbital energy?

C53H69ClN3

=====

> LUMO of number 1 (C53H69ClN3)?

-5.28 eV